1.
Formula: C5H10N2O3S
Source: the Open Molecules 2025 dataset
Level of theory: ωB97M-V with the def2-TZVPD basis set

XYZ file:
```
21
Properties=species:S:1:pos:R:3
C -0.89 -0.25 2.41
S -1.72 -0.84 0.86
O -2.85 -1.75 1.08
O -2.00 0.38 0.11
O -0.59 -1.77 0.09
C 0.47 -1.21 -0.59
C 0.13 -0.27 -1.78
C 0.22 1.17 -1.42
N 1.40 1.47 -0.74
C 1.81 0.55 0.20
N 1.39 -0.64 0.38
H -1.59 0.47 2.94
H -0.82 -1.07 3.02
H 0.13 0.05 2.08
H 1.10 -2.07 -1.02
H 0.86 -0.62 -2.63
H -0.80 -0.44 -2.16
H 0.17 1.92 -2.27
H -0.54 1.43 -0.75
H 1.45 2.49 -0.63
H 2.67 1.01 0.85
```

Values from the calculation:
- relative energy (zero: lowest compared OMol25 entry of this formula, charge and spin) (kJ/mol) = 321.17
- total energy (a.u.) = -929.87145
- SMILES = CS(=O)(=O)O[C@H]1CCNC=N1
- largest force on an atom (eV/A) = 3.37
- HOMO (eV) = -9.071

2.
Formula: C14H31AlNO5
Source: the Open Molecules 2025 dataset
Level of theory: ωB97M-V with the def2-TZVPD basis set

XYZ file:
```
52
Properties=species:S:1:pos:R:3
C -0.14 -3.59 1.44
C -0.39 -1.98 1.30
N 0.86 -1.13 1.35
C 0.53 0.36 1.25
C 0.90 1.04 2.72
Al 2.78 1.93 2.57
C 1.84 -1.48 0.23
C 3.28 -2.15 0.73
O 1.52 -1.30 -1.08
H -0.95 -4.15 0.76
H -0.25 -3.90 2.59
H 0.90 -3.97 1.07
H -1.04 -1.66 2.25
H -1.06 -1.72 0.37
H 1.13 0.91 0.41
H -0.62 0.55 1.00
H 0.08 1.80 3.10
H 1.01 0.19 3.54
H 3.86 0.90 1.95
H 3.28 2.33 4.02
H 2.71 3.17 1.55
H 3.33 -3.26 0.31
H 4.21 -1.50 0.44
H 3.25 -2.26 1.92
O 1.32 -4.33 -7.71
C 1.47 -3.46 -6.86
O 1.48 -3.79 -5.55
C 1.83 -2.89 -4.48
C 0.64 -2.05 -4.06
C 1.58 -2.01 -7.25
H 2.70 -2.28 -4.75
H 2.14 -3.51 -3.64
H 0.29 -1.42 -4.88
H 0.90 -1.40 -3.22
H -0.20 -2.69 -3.77
H 0.57 -1.61 -7.39
H 2.14 -1.95 -8.19
H 2.12 -1.40 -6.53
O -1.82 2.03 2.00
C -2.53 2.98 2.33
O -2.53 3.43 3.61
C -3.18 4.64 4.05
C -4.64 4.39 4.35
C -3.47 3.61 1.34
H -3.02 5.45 3.34
H -2.67 4.94 4.98
H -5.19 4.07 3.46
H -5.12 5.29 4.74
H -4.75 3.59 5.09
H -4.39 3.01 1.29
H -2.99 3.61 0.36
H -3.72 4.65 1.56
```

Values from the calculation:
- charge = -1
- total energy (a.u.) = -1225.28320
- largest force on an atom (eV/A) = 8.22
- HOMO (eV) = -4.135

3.
Formula: C5H14
Source: the Open Molecules 2025 dataset
Level of theory: ωB97M-V with the def2-TZVPD basis set

XYZ file:
```
19
Properties=species:S:1:pos:R:3
C -1.02 -1.15 -1.79
C -0.10 -0.21 -2.59
C -0.13 1.21 -1.94
H -2.06 -1.13 -2.12
H -0.98 -0.90 -0.73
H -0.68 -2.18 -1.86
H 0.90 -0.63 -2.60
H -0.51 -0.19 -3.60
H -1.01 1.42 -1.36
H 0.63 1.00 -1.19
H 0.09 1.95 -2.69
C 1.36 -0.08 2.67
C -0.10 0.25 2.95
H 1.89 0.42 3.48
H 1.59 -1.14 2.57
H 1.65 0.33 1.71
H -0.81 -0.15 2.22
H -0.49 -0.15 3.89
H -0.22 1.33 2.99
```

Values from the calculation:
- relative energy (zero: lowest compared OMol25 entry of this formula, charge and spin) (kJ/mol) = 52.50
- total energy (a.u.) = -198.86916
- SMILES = CCC.CC
- largest force on an atom (eV/A) = 2.57
- HOMO (eV) = -11.137

4.
Formula: H14O7
Source: the Open Molecules 2025 dataset
Level of theory: ωB97M-V with the def2-TZVPD basis set

XYZ file:
```
21
Properties=species:S:1:pos:R:3
O -0.06 -1.99 0.15
H 0.26 -1.29 -0.44
H -0.93 -1.69 0.39
O 1.02 -0.65 -4.98
H 1.31 -1.43 -4.35
H 0.65 -1.04 -5.78
O 2.13 3.04 0.51
H 2.05 2.24 -0.01
H 1.88 3.71 -0.25
O -0.08 -3.07 2.21
H -0.45 -2.62 3.03
H 0.29 -2.35 1.71
O 3.72 0.95 1.36
H 4.39 1.53 1.01
H 3.99 -0.03 1.28
O -1.33 1.48 -1.19
H -0.73 2.23 -0.83
H -2.13 1.91 -1.26
O -5.24 -0.07 2.77
H -6.13 -0.51 2.57
H -4.60 -0.35 2.09
```

Values from the calculation:
- relative energy (zero: lowest compared OMol25 entry of this formula, charge and spin) (kJ/mol) = 302.64
- total energy (a.u.) = -535.00857
- SMILES = O.O.O.O.O.O.O
- largest force on an atom (eV/A) = 4.00
- HOMO (eV) = -10.607